# 1
Here is one molecule with the formula C4H6N2O from the OMol25 dataset. Energies are from ωB97M-V/def2-TZVPD.

- energy relative to the best compared isomer or geometry (same formula, charge and spin) (eV) = 4.464
- HOMO (eV) = -8.03

Cartesian coordinates (Å):
N: 0.983 2.194 1.069
C: 0.476 1.210 0.457
O: -0.366 0.437 1.140
C: -1.153 -0.442 0.344
C: -0.295 -1.553 -0.230
C: 0.668 -0.967 -1.255
N: 0.929 0.272 -1.036
H: 1.593 2.819 0.557
H: 1.336 1.079 -1.441
H: -1.609 0.137 -0.470
H: -1.940 -0.805 1.001
H: 0.288 -2.046 0.563
H: -0.912 -2.334 -0.698

Atoms 1-6, force components in eV/Å:
-0.4556 -0.5531 -1.4727
0.4568 -1.3686 0.3475
-0.0529 0.1031 -0.0274
-0.3023 -0.4307 -0.1943
0.1282 0.2176 -0.1186
0.2298 0.9355 -0.1958

---

# 2
Here is one molecule with the formula C4H6N2O from the OMol25 dataset. Energies are from ωB97M-V/def2-TZVPD.

- energy relative to the best compared isomer or geometry (same formula, charge and spin) (eV) = 6.502
- SMILES = [H]/N=C/N1C[C@H]1C=O
- HOMO (eV) = -9.98

Cartesian coordinates (Å):
C: -0.186 -0.217 1.465
C: -1.078 0.987 -0.306
C: -0.348 -0.279 -0.812
C: 1.123 -0.405 -0.867
H: 0.828 0.847 2.595
H: 0.142 -1.009 2.379
H: -2.051 1.296 -0.993
H: -0.379 1.713 0.438
H: -0.890 -0.686 -1.850
H: 1.864 0.076 -0.224
N: 0.109 0.990 1.926
N: -1.301 -0.414 0.512
O: 1.470 -0.849 -2.036

Atoms 1-6, force components in eV/Å:
-1.3424 1.0203 5.8148
-0.4260 -0.7723 0.1298
-4.4581 0.3494 -1.2137
0.5235 -1.2594 -6.5512
0.6918 0.1523 1.0833
-0.9324 0.8853 -3.5372

---

# 3
Here is one molecule with the formula C4H6N2O from the OMol25 dataset. Energies are from ωB97M-V/def2-TZVPD.

- energy relative to the best compared isomer or geometry (same formula, charge and spin) (eV) = 0.837
- SMILES = Cc1ncc(O)[nH]1
- HOMO (eV) = -8.24

Cartesian coordinates (Å):
C: 2.105 -0.235 0.135
C: 0.724 0.071 -0.339
N: 0.113 -0.489 -1.353
C: -1.237 -0.291 -1.141
C: -1.424 0.375 0.035
O: -2.508 0.673 0.800
N: -0.172 0.653 0.515
H: 2.444 -1.122 -0.402
H: 2.015 -0.499 1.196
H: 2.849 0.560 0.042
H: -1.984 -0.704 -1.805
H: -2.965 -0.162 0.965
H: 0.041 1.171 1.352

Atoms 1-6, force components in eV/Å:
0.1221 -0.0138 -0.0021
-0.0061 -0.2367 0.0621
0.0993 0.0310 0.3195
-0.2533 0.0268 0.0542
0.2463 -0.1202 -0.2624
-0.2473 -0.0166 -0.1093